one) {"formula": "C5H8O3", "method": "the ωB97M-V functional and the def2-TZVPD basis", "species": ["C", "C", "C", "C", "C", "H", "H", "H", "H", "H", "H", "H", "H", "O", "O", "O"], "xyz": [[1.135, -2.278, 0.651], [-0.156, -0.268, 0.684], [-0.699, -0.397, 1.930], [-0.536, 0.854, -0.189], [-0.168, 2.036, -2.136], [1.857, -2.817, 0.015], [0.472, -3.016, 1.026], [1.741, -1.943, 1.539], [-0.612, -0.902, 2.867], [-1.498, 0.395, 1.908], [-0.039, 2.960, -1.414], [0.463, 2.024, -3.064], [-1.193, 2.019, -2.378], [0.456, -1.232, -0.039], [-1.366, 1.686, 0.032], [0.143, 0.877, -1.432]], "smiles": "C=C(OC)C(=O)OC"}

two) {"formula": "C5H8O3", "method": "the ωB97M-V functional and the def2-TZVPD basis", "species": ["C", "C", "C", "C", "C", "O", "O", "O", "H", "H", "H", "H", "H", "H", "H", "H"], "xyz": [[0.668, -1.496, -1.521], [0.303, -1.331, -0.091], [0.929, 1.083, 0.803], [-1.199, 0.755, -0.532], [-0.236, 0.151, 0.440], [1.728, -1.256, -2.057], [0.395, -2.299, 0.648], [-1.059, -0.046, 1.615], [-0.248, -1.756, -2.109], [0.399, 2.108, 0.912], [1.294, 0.640, 1.662], [1.736, 1.195, 0.117], [-2.172, 0.321, -0.474], [-1.246, 1.852, -0.138], [-0.688, 0.714, -1.474], [-0.605, -0.637, 2.200]], "smiles": "CC(C)(O)C(=O)C=O"}

Most stable = two)

one) {"formula": "C4H6O2S2", "method": "the ωB97M-V functional and the def2-TZVPD basis", "species": ["C", "C", "C", "C", "O", "O", "S", "S", "H", "H", "H", "H", "H", "H"], "xyz": [[1.514, 0.067, 0.044], [0.123, -0.841, 0.433], [-1.595, 0.868, 0.019], [-1.046, -0.514, -0.418], [2.948, 2.037, -0.583], [2.572, -2.353, 0.620], [1.772, 1.693, 0.133], [1.632, -1.642, -0.309], [-0.020, -0.818, 1.548], [-1.752, 0.714, 1.021], [-2.524, 1.054, -0.415], [-0.919, 1.562, -0.321], [-0.839, -0.521, -1.536], [-1.866, -1.307, -0.236]]}

two) {"formula": "C4H6O2S2", "method": "the ωB97M-V functional and the def2-TZVPD basis", "species": ["C", "C", "C", "C", "H", "H", "H", "H", "H", "H", "O", "O", "S", "S"], "xyz": [[-1.195, 0.168, 0.032], [-0.436, 0.573, -1.192], [0.281, 0.542, 0.127], [1.226, -0.561, 0.388], [-2.475, -1.621, -0.868], [-1.883, 0.895, 0.397], [-0.209, -0.220, -1.893], [-0.555, 1.587, -1.607], [1.254, 2.146, 0.565], [1.766, -1.609, 1.858], [0.444, 1.695, 0.856], [1.084, -0.946, 1.655], [-1.731, -1.526, 0.227], [2.430, -1.123, -0.545]], "smiles": "OC(=S)[C@@]1(O)C[C@H]1S"}

Most stable = two)

one) {"formula": "C4H6N4", "method": "the ωB97M-V functional and the def2-TZVPD basis", "species": ["C", "C", "C", "C", "H", "H", "H", "H", "H", "H", "N", "N", "N", "N"], "xyz": [[-0.247, -0.534, 0.998], [0.927, -0.839, 0.118], [-0.127, 0.294, -2.201], [-0.924, 0.201, -0.252], [-0.452, 0.812, 2.814], [0.474, 1.188, 1.608], [-0.840, -1.286, 1.441], [1.808, -0.372, 0.115], [1.244, -1.952, 0.065], [0.507, 0.022, -2.931], [0.148, 0.442, 2.060], [-0.083, -0.519, -1.123], [-0.989, 1.251, -1.994], [-1.445, 1.293, -0.720]], "smiles": "N[C@@H]1Cn2cnnc21"}

two) {"formula": "C4H6N4", "method": "the ωB97M-V functional and the def2-TZVPD basis", "species": ["C", "C", "C", "C", "N", "N", "N", "N", "H", "H", "H", "H", "H", "H"], "xyz": [[-2.665, 0.592, 0.116], [-0.894, -1.305, 0.018], [0.826, 0.240, 0.198], [-0.345, 1.109, -0.293], [-3.834, 0.669, 0.003], [-1.493, -2.353, -0.104], [0.420, -1.114, -0.096], [-1.406, 0.274, 0.145], [1.669, 0.649, -0.264], [0.798, 0.511, 1.282], [-0.537, 2.156, 0.104], [-0.365, 1.291, -1.349], [-2.429, -2.386, -0.123], [0.832, -1.822, -0.666]], "smiles": "[H]/N=C1/NCCN1C#N"}

three) {"formula": "C4H6N4", "method": "the ωB97M-V functional and the def2-TZVPD basis", "species": ["C", "C", "C", "C", "N", "N", "N", "N", "H", "H", "H", "H", "H", "H"], "xyz": [[-2.074, 0.049, 0.115], [-1.150, 1.069, -0.082], [-1.632, -1.335, -0.081], [0.450, -0.472, -0.077], [-0.283, -1.488, -0.044], [2.898, -1.355, -0.046], [0.214, 0.864, 0.005], [1.178, 1.686, 0.054], [-3.113, 0.224, -0.093], [-1.460, 2.064, 0.127], [-2.152, -2.185, 0.048], [3.229, -0.953, -0.868], [3.086, -0.835, 0.889], [0.809, 2.666, 0.053]]}

Most stable = two)

one) {"formula": "C4H6N4", "method": "the ωB97M-V functional and the def2-TZVPD basis", "species": ["C", "C", "N", "N", "C", "N", "C", "N", "H", "H", "H", "H", "H", "H"], "xyz": [[-1.199, -0.138, -0.004], [0.313, 0.047, -0.486], [-1.788, 0.969, 0.534], [0.795, 1.331, -0.534], [0.961, -1.016, 0.053], [-1.955, -1.141, -0.274], [2.350, -0.949, 0.359], [3.488, -0.847, 0.558], [-2.743, 0.797, 0.823], [-1.213, 1.471, 1.200], [1.793, 1.424, -0.713], [0.117, 1.982, -0.926], [-1.446, -1.922, -0.684], [0.527, -2.006, 0.094]], "smiles": "[H]/N=C(N)\\C(N)=C\\C#N"}

two) {"formula": "C4H6N4", "method": "the ωB97M-V functional and the def2-TZVPD basis", "species": ["C", "C", "C", "C", "H", "H", "H", "H", "H", "H", "N", "N", "N", "N"], "xyz": [[1.226, -0.095, -0.146], [-0.723, 0.833, -0.142], [-1.773, -0.917, -0.041], [-0.096, -0.446, -0.253], [2.558, -0.467, 1.058], [2.159, -1.737, 0.137], [2.150, 1.687, -0.340], [-2.848, 1.107, -0.398], [-2.423, -1.192, -0.923], [-1.951, -1.377, 0.887], [2.452, -0.775, -0.034], [1.358, 1.219, -0.092], [0.033, 1.840, 0.106], [-2.120, 0.320, 0.183]]}

Most stable = one)